The following is a DFT calculation (wB97M-V/def2-TZVPD) of an isolated molecule of C20H35N5O3.

Atoms and positions in Å:
C (-2.28647, 4.13887, -0.17469)
C (-1.20769, 4.22915, -1.25249)
C (-1.79114, 3.92955, -2.62968)
C (0.00087, 3.32443, -0.95368)
N (-0.20557, 1.90616, -1.21818)
C (0.29723, 1.37925, -2.36556)
O (0.93924, 2.04069, -3.15714)
C (0.05284, -0.11036, -2.56122)
N (0.65579, -0.87241, -1.47789)
C (0.06817, -2.18874, -1.29012)
C (0.63801, -3.33378, -2.13955)
C (1.81404, -4.03107, -1.45902)
C (3.07920, -3.18020, -1.38703)
C (2.88037, -1.81198, -0.73400)
C (2.10764, -0.83499, -1.61769)
C (-0.97052, 1.16401, -0.28304)
C (-0.42365, 0.85919, 0.94188)
N (0.86770, 1.20906, 1.22293)
N (-1.17610, 0.27398, 1.92893)
C (-0.71685, 0.13837, 3.30547)
C (-0.27503, -1.28877, 3.66097)
C (0.93018, -1.73925, 2.84105)
C (0.03336, -1.36083, 5.15376)
C (-2.48226, -0.13571, 1.70102)
O (-3.15695, -0.64309, 2.56704)
N (-2.94150, 0.07215, 0.43344)
C (-2.30042, 0.73283, -0.61657)
O (-2.87171, 0.86149, -1.68201)
H (-3.02845, 4.91898, -0.32886)
H (-1.85861, 4.26530, 0.81867)
H (-2.79652, 3.18123, -0.21654)
H (-0.81527, 5.25362, -1.24936)
H (-2.54616, 4.66817, -2.88802)
H (-2.25546, 2.94639, -2.63834)
H (-1.00989, 3.94796, -3.38508)
H (0.82756, 3.62583, -1.60249)
H (0.29560, 3.45122, 0.09255)
H (-1.02355, -0.27894, -2.58595)
H (0.46683, -0.37647, -3.54762)
H (-1.00194, -2.08518, -1.48318)
H (0.17092, -2.45827, -0.23209)
H (0.93691, -2.95509, -3.11798)
H (-0.15243, -4.06961, -2.30048)
H (2.04792, -4.94971, -2.00245)
H (1.51258, -4.31775, -0.44762)
H (3.47122, -3.03068, -2.39599)
H (3.83421, -3.73326, -0.82248)
H (2.38938, -1.92378, 0.23220)
H (3.86829, -1.38148, -0.55225)
H (2.41210, 0.19161, -1.37894)
H (2.40798, -1.00584, -2.66525)
H (1.34849, 0.66215, 1.91824)
H (1.41290, 1.39359, 0.39333)
H (0.07693, 0.86129, 3.49610)
H (-1.57255, 0.39030, 3.93887)
H (-1.11714, -1.95170, 3.44277)
H (1.81447, -1.15370, 3.09407)
H (0.72565, -1.64756, 1.77621)
H (1.15491, -2.78235, 3.05174)
H (0.84529, -0.68316, 5.41170)
H (-0.84165, -1.09061, 5.73846)
H (0.32948, -2.36980, 5.42802)
H (-3.88880, -0.24072, 0.25108)

Cartesian forces (eV/Å) of the 2 atoms listed first:
C 0.2 0.1 -0.1
C 0.0 -0.2 0.0

Highest occupied orbital energy in Ha: -0.2997
Calculated total energy in Eh: -1282.6826
Gap between HOMO and LUMO in eV: 8.68